Run a
Here is a cluster of 9 separate species, C9H36O9 in total from the Open Molecules 2025 dataset. Energies are from wB97M-V/def2-TZVPD.

- HOMO level (eV) = -9.7
- SMILES string = CO.CO.CO.CO.CO.CO.CO.CO.CO
- LUMO level (eV) = 0.20

Geometry as ORCA input:
```
! RIJCOSX wB97M-V def2-TZVPD def2/J DEFGRID3
* xyz 0 1
C -0.31109 0.71858 0.08118
O -0.02030 -0.04402 -1.09828
H -0.23776 0.12132 0.98982
H 0.42612 1.53062 0.09472
H -1.27219 1.24111 0.06138
H -0.88474 -0.09956 -1.53121
C 0.81481 -1.24454 3.89570
O 1.87201 -2.07084 4.34386
H 0.62259 -1.26079 2.82537
H -0.14779 -1.55476 4.33126
H 0.86140 -0.20001 4.22017
H 2.15400 -1.70048 5.18397
C 2.53671 1.71030 -2.38756
O 2.02633 2.78056 -3.15228
H 1.88203 0.83899 -2.30200
H 3.50589 1.38950 -2.75967
H 2.69318 2.03186 -1.34617
H 1.14643 3.01328 -2.84977
C -0.26493 -3.41543 -1.88058
O -1.45843 -3.40289 -2.65987
H 0.15689 -4.41150 -1.96219
H 0.44939 -2.72079 -2.34227
H -0.42424 -3.04970 -0.86517
H -1.68784 -2.48684 -2.86236
C 0.36204 2.90259 3.54319
O -0.63134 3.36151 4.45442
H -0.00104 2.02949 2.99302
H 0.52582 3.65376 2.76213
H 1.31317 2.72525 4.03559
H -1.10298 4.08862 4.04584
C -1.10944 -3.63174 2.20209
O -1.42630 -2.34617 1.73506
H -1.96894 -4.31218 2.23689
H -0.41383 -4.16668 1.54178
H -0.66246 -3.58373 3.18987
H -2.00461 -2.35299 0.96960
C -3.12881 2.52454 -2.89203
O -3.86162 1.37058 -2.52876
H -2.06967 2.28053 -2.97114
H -3.41686 2.89984 -3.88145
H -3.25272 3.34868 -2.18582
H -4.80360 1.54852 -2.48806
C -0.97596 -0.32818 -4.22652
O -1.91681 -0.61665 -3.15794
H -1.09534 -1.14832 -4.93779
H -1.24697 0.59711 -4.72742
H 0.03912 -0.36782 -3.83903
H -2.52222 0.13398 -3.07822
C 3.29494 0.17676 1.53488
O 3.57880 1.03761 2.63787
H 2.86053 -0.75996 1.89980
H 2.63897 0.66148 0.82330
H 4.26378 -0.11749 1.11880
H 4.29585 0.67708 3.16203
*
```

Run b
Here is a cluster of 9 separate species, C9H36O9 in total from the Open Molecules 2025 dataset. Energies are from wB97M-V/def2-TZVPD.

- HOMO level (eV) = -9.5
- SMILES string = CO.CO.CO.CO.CO.CO.CO.CO.CO
- LUMO level (eV) = 0.18

Geometry as ORCA input:
```
! RIJCOSX wB97M-V def2-TZVPD def2/J DEFGRID3
* xyz 0 1
C 5.12477 0.55293 1.21241
O 4.06006 0.02296 1.99579
H 5.62407 -0.24014 0.64722
H 4.73552 1.30139 0.50896
H 5.83576 1.05431 1.86748
H 3.61637 -0.65946 1.46749
C -0.71742 -2.76299 -1.63118
O -0.28966 -1.70965 -2.48480
H -0.49624 -3.74395 -2.04462
H -0.24873 -2.64245 -0.64478
H -1.80551 -2.71028 -1.50528
H -0.78195 -0.89351 -2.31602
C 2.81681 -3.37684 0.51760
O 2.42202 -2.19091 1.21698
H 3.31262 -4.09117 1.17526
H 1.98186 -3.79993 -0.03959
H 3.56220 -3.05587 -0.21202
H 1.64500 -2.42153 1.73658
C 1.12775 1.89943 -3.62624
O 0.62973 2.93958 -2.79593
H 0.59665 0.94766 -3.54498
H 1.12085 2.17137 -4.68760
H 2.16730 1.78025 -3.32807
H -0.30341 3.07141 -2.97991
C -3.14377 -1.60574 1.21292
O -3.88172 -2.67128 0.58766
H -2.20837 -1.42553 0.69412
H -3.78867 -0.71831 1.19372
H -3.00484 -1.80210 2.27790
H -4.31074 -3.15946 1.29322
C -3.26500 0.06139 -2.06062
O -1.95331 0.65832 -2.19911
H -3.93626 0.72495 -1.51379
H -3.63585 -0.11413 -3.06991
H -3.15207 -0.85597 -1.49462
H -2.06991 1.54653 -2.54524
C 1.31362 0.94480 3.65228
O 0.05098 1.40236 3.21175
H 1.52137 -0.10648 3.43892
H 2.10079 1.51056 3.14648
H 1.47726 1.09387 4.72012
H -0.26286 0.80069 2.52880
C 0.76673 0.55982 0.00598
O -0.59269 0.53964 0.41642
H 1.46014 0.35218 0.81836
H 0.91777 -0.23332 -0.73563
H 1.07013 1.50560 -0.45227
H -1.15411 0.60413 -0.36594
C -2.40117 3.12212 0.56372
O -3.29433 3.87461 1.35970
H -1.38771 3.04545 0.95725
H -2.81277 2.11230 0.46138
H -2.29698 3.50947 -0.45545
H -3.86209 3.28096 1.84716
*
```

Run c
Here is a structure of composition C9H36O9 from the Open Molecules 2025 dataset. Energies are from wB97M-V/def2-TZVPD.

- HOMO level (eV) = -8.6
- LUMO level (eV) = -0.05

Geometry as ORCA input:
```
! RIJCOSX wB97M-V def2-TZVPD def2/J DEFGRID3
* xyz 0 1
O 11.98032 10.85957 12.02473
H 12.73676 11.38053 12.29423
H 12.13122 10.67956 11.09679
O 13.17839 7.45207 10.58980
H 12.37639 7.86679 10.27197
H 13.26195 7.75314 11.49457
O 12.37035 10.41399 9.87388
H 11.89481 9.58367 9.89967
H 11.83938 10.97725 9.31082
O 12.26886 8.68064 12.07856
H 12.15591 9.63116 12.07884
H 11.43553 8.34003 11.75335
O 11.33884 11.47656 8.47395
H 11.41466 11.29513 7.53716
H 10.48193 11.89231 8.56930
O 14.38588 9.57929 9.00703
H 14.58816 8.92953 9.68018
H 13.48611 9.84680 9.19437
C 15.52287 13.69078 11.01038
C 15.10741 12.26880 10.55720
C 13.82010 12.09980 9.74351
O 16.11015 11.83647 9.72055
H 14.62246 14.08634 11.48038
H 15.85406 14.27427 10.15134
H 16.32209 13.56855 11.74142
H 14.99764 11.61842 11.42497
H 13.90023 12.35678 8.68727
H 12.98808 12.62528 10.21224
H 13.52645 11.06512 9.92047
H 15.78110 11.11651 9.17743
C 10.43018 6.85902 8.98594
C 10.98332 8.31592 8.86940
C 9.90959 9.31364 8.67916
O 11.58334 8.61159 10.13885
H 9.92384 6.51010 8.08595
H 9.70368 6.75058 9.79125
H 11.24857 6.14997 9.11075
H 11.66873 8.52375 8.04774
H 10.33736 10.31592 8.65562
H 9.08830 9.24716 9.39272
H 9.38946 9.25198 7.72326
H 10.97612 8.29308 10.81074
C 13.79362 11.43846 7.01351
C 12.77719 10.65050 6.18842
C 12.59665 9.24450 6.83413
O 11.60066 11.38798 6.26695
H 13.56598 11.49389 8.07803
H 13.89342 12.44650 6.61104
H 14.78658 10.98997 7.04511
H 13.04017 10.54092 5.13631
H 13.52663 8.70495 6.65489
H 11.78621 8.66285 6.39484
H 12.47407 9.26446 7.91703
H 11.83261 12.26627 5.95646
*
```

Run d
Here is a cluster of 9 separate species, C9H36O9 in total from the Open Molecules 2025 dataset. Energies are from wB97M-V/def2-TZVPD.

- HOMO level (eV) = -8.2
- SMILES string = CO.CO.CO.CO.CO.CO.CO.CO.CO
- LUMO level (eV) = -0.24

Geometry as ORCA input:
```
! RIJCOSX wB97M-V def2-TZVPD def2/J DEFGRID3
* xyz 0 1
C -21.76757 23.87561 -1.18786
O -20.66055 23.27655 -0.47692
H -22.55692 23.19839 -1.39608
H -21.35959 24.27318 -2.14292
H -22.10224 24.68518 -0.50673
H -20.15780 24.12356 -0.32759
C -22.83224 22.43694 -7.06921
O -22.44729 23.64706 -6.38689
H -23.52038 21.81747 -6.54247
H -21.95723 21.88251 -7.27921
H -23.32354 22.68339 -7.99421
H -21.68664 24.09662 -6.85661
C -20.18722 26.95376 -0.01229
O -19.51857 25.77172 -0.48889
H -19.60092 27.44189 0.76010
H -21.19488 26.83033 0.39647
H -20.22380 27.73617 -0.75232
H -18.74710 26.07573 -1.02303
C -17.17695 27.60751 -1.94372
O -17.05250 26.22713 -1.63077
H -17.38434 27.58507 -3.00492
H -16.26826 28.11682 -1.67888
H -17.97966 28.08461 -1.46491
H -16.31104 25.86218 -2.09684
C -20.14518 25.66606 -4.43196
O -19.16268 25.44743 -3.45048
H -21.18135 25.58850 -4.01879
H -19.93906 24.86811 -5.17675
H -20.05216 26.61233 -4.99790
H -18.29900 25.30708 -3.82541
C -19.98908 22.02731 -4.75040
O -19.93744 22.65636 -3.48307
H -19.62750 22.64796 -5.52777
H -21.05631 21.85259 -5.06480
H -19.43552 21.10417 -4.60678
H -19.51921 23.49802 -3.68534
C -19.77006 25.64494 -8.14102
O -20.15688 24.31404 -7.75059
H -20.61238 26.02698 -8.69642
H -18.86614 25.64330 -8.80372
H -19.58975 26.18467 -7.23259
H -19.89427 23.76331 -8.53260
C -17.29249 24.97793 -6.10153
O -16.88193 25.03935 -4.75827
H -17.57402 25.92825 -6.39359
H -18.14044 24.30225 -6.14171
H -16.51717 24.54471 -6.66134
H -16.05477 25.53181 -4.60375
C -16.48168 21.85170 -4.66032
O -17.07325 22.38431 -3.49326
H -15.53736 21.39634 -4.43894
H -16.30311 22.58417 -5.45229
H -17.12289 21.05558 -5.04469
H -16.71952 23.24755 -3.37866
*
```

Which structure loses on stability? run c does.

Run a
Here is an isolated molecule of C4H4IN from the Open Molecules 2025 dataset. Energies are from wB97M-V/def2-TZVPD.

- HOMO level (alpha / beta) (eV) = -7.9 / -8.1
- SMILES string = IC1=CCC=N1
- LUMO level (alpha / beta) (eV) = -0.06 / -0.18

Geometry as ORCA input:
```
! RIJCOSX wB97M-V def2-TZVPD def2/J DEFGRID3
* xyz 0 1
I 3.40346 -0.25615 0.01556
C 1.37590 0.09155 -0.01871
C 0.14965 -1.09741 -0.04299
C -1.02901 -0.24722 0.00314
C -0.50548 1.15857 -0.00750
N 0.78005 1.27784 -0.00680
H 0.29820 -2.14593 -0.10658
H -1.57419 -0.38117 0.94603
H -1.76223 -0.42591 -0.78586
H -1.13634 2.02584 0.00371
*
```

Run b
Here is an isolated molecule of C4H4IN from the Open Molecules 2025 dataset. Energies are from wB97M-V/def2-TZVPD.

- HOMO level (alpha / beta) (eV) = -9.3 / -7.8
- LUMO level (alpha / beta) (eV) = -0.44 / -0.23

Geometry as ORCA input:
```
! RIJCOSX wB97M-V def2-TZVPD def2/J DEFGRID3
* xyz 0 1
C 0.91675 -0.08038 -1.29241
C 0.06783 -0.25722 -0.26413
C 1.59544 1.11369 -1.34652
C -0.01654 0.90881 0.68285
N 0.87755 1.90488 0.35029
I 2.77282 2.24696 -2.51790
H 1.02346 -0.67576 -2.15689
H -0.61621 -1.10882 -0.12094
H -1.20342 1.03647 0.43557
H 0.19728 0.47355 1.72325
*
```

Which structure loses on stability? run b does.

Run a
Here is a cluster of 3 separate species, C4H14N2O3 in total from the Open Molecules 2025 dataset. Energies are from wB97M-V/def2-TZVPD.

- HOMO level (eV) = -9.1
- SMILES string = C[C@@H](N)O.NC=O.CO
- LUMO level (eV) = 0.85

Geometry as ORCA input:
```
! RIJCOSX wB97M-V def2-TZVPD def2/J DEFGRID3
* xyz 0 1
C 2.87199 -1.11614 -0.45644
C 1.57628 -0.36841 -0.76800
N 0.71662 -0.20970 0.39173
O 1.83629 0.90182 -1.33685
H 3.45751 -0.56581 0.28270
H 3.46532 -1.22247 -1.36232
H 2.64774 -2.10541 -0.06377
H 1.00313 -0.89865 -1.53345
H 0.11146 -1.04273 0.54151
H 1.26237 -0.02434 1.22852
H 2.40486 1.40014 -0.73634
N -2.38646 -0.23600 1.99329
C -2.37323 -1.06463 0.92845
O -1.47105 -1.86571 0.71448
H -3.09139 0.47504 2.06651
H -1.48824 0.00035 2.39415
H -3.32973 -1.09302 0.38122
C -1.57714 1.34271 -0.77017
O -0.63635 2.37480 -0.53726
H -1.76032 1.23812 -1.84932
H -2.51779 1.66967 -0.32673
H -0.95737 0.38707 -0.40286
H 0.23552 2.02331 -0.77906
*
```

Run b
Here is a cluster of 3 separate species, C4H14N2O3 in total from the Open Molecules 2025 dataset. Energies are from wB97M-V/def2-TZVPD.

- HOMO level (eV) = -8.7
- SMILES string = NCC[C@@H](N)C=O.O.O
- LUMO level (eV) = 0.68

Geometry as ORCA input:
```
! RIJCOSX wB97M-V def2-TZVPD def2/J DEFGRID3
* xyz 0 1
N 0.45876 -0.43013 -2.37090
C -0.39611 0.59212 -1.80128
C -1.39371 -0.00882 -0.80754
C -0.84298 -0.20485 0.63748
N -0.36596 1.00236 1.27354
C -2.04198 -0.76271 1.37845
O -2.86018 -0.04314 1.89666
H 1.00384 -0.11789 -3.15152
H 1.06565 -0.86057 -1.69269
H -0.93043 1.08068 -2.61044
H 0.18084 1.39729 -1.32171
H -1.65785 -0.99512 -1.18157
H -2.28555 0.61017 -0.76404
H -0.05853 -0.94758 0.55077
H -0.98392 1.42912 1.95376
H -0.15097 1.71941 0.59222
H -2.14877 -1.86848 1.39883
O 2.19829 0.25704 2.09797
H 2.72587 1.04690 2.26248
H 1.28760 0.60750 1.97894
O 2.06413 -1.23478 -0.31362
H 2.95526 -1.53279 -0.52389
H 2.17671 -0.73577 0.51814
*
```

Which structure loses on stability? run a does.

Run a
Here is a cluster of 2 separate species, CH7NS in total from the Open Molecules 2025 dataset. Energies are from wB97M-V/def2-TZVPD.

- HOMO level (eV) = -7.9
- SMILES string = CN.S
- LUMO level (eV) = 0.52

Geometry as ORCA input:
```
! RIJCOSX wB97M-V def2-TZVPD def2/J DEFGRID3
* xyz 0 1
C 0.92141 -1.18787 1.50778
N 0.36946 0.17403 1.21441
H 1.61144 -1.42525 0.70789
H 1.33634 -1.18465 2.51578
H 0.05978 -1.85275 1.52472
H 1.17594 0.79391 1.21801
H -0.26598 0.58751 1.88848
S -0.72488 0.49095 -1.39921
H -0.74193 0.79412 -2.70737
H -0.20358 0.18355 -0.04836
*
```

Run b
Here is a cluster of 2 separate species, CH7NS in total from the Open Molecules 2025 dataset. Energies are from wB97M-V/def2-TZVPD.

- HOMO level (eV) = -9.6
- SMILES string = CN.S
- LUMO level (eV) = 0.97

Geometry as ORCA input:
```
! RIJCOSX wB97M-V def2-TZVPD def2/J DEFGRID3
* xyz 0 1
C 1.57676 1.60551 -1.48111
N 2.23819 0.71645 -0.48274
H 0.98598 2.32672 -0.89697
H 2.30333 2.18540 -2.05246
H 0.89210 1.02344 -2.09055
H 3.06840 1.20012 -0.15087
H 2.62114 -0.09623 -0.95353
S -1.96635 -1.18916 0.94830
H -0.86157 -0.55013 0.53658
H -1.68428 -0.92190 2.22562
*
```

Which structure loses on stability? run a does.